DFT (ωB97M-V/def2-TZVPD) results for B3Cl3H3N3 in the gas phase at a distorted geometry.

Bonds (Å) are listed after each position.
CARTESIAN COORDINATES (ANGSTROEM)
1 Cl -0.130 -1.551 2.696  B4 1.759
2 Cl 2.907 0.701 -0.982  B5 1.900
3 Cl -2.109 -1.119 -2.098  B6 1.817
4 B -0.174 -0.287 1.474  Cl1 1.759, N7 1.471, N8 1.460
5 B 1.105 0.847 -0.398  Cl2 1.900, N7 1.401, N9 1.488
6 B -1.067 -0.167 -0.954  Cl3 1.817, N8 1.441, N9 1.462
7 N 1.005 0.402 0.927  B4 1.471, B5 1.401, H10 0.954
8 N -1.229 -0.350 0.466  B4 1.460, B6 1.441, H11 0.993
9 N 0.036 0.673 -1.418  B5 1.488, B6 1.462, H12 1.022
10 H 1.832 0.364 1.402  N7 0.954
11 H -1.858 -1.114 0.552  N8 0.993
12 H -0.317 1.599 -1.667  N9 1.022

Values from the calculation:
**ΔE to the lowest compared entry with this formula, charge and spin**: 1.771 eV
**SMILES string**: ClB1NB(Cl)NB(Cl)N1
**HOMO**: -10.6 eV

DFT (ωB97M-V/def2-TZVPD) results for 2 unconnected molecules or ions with the total composition C3H10NS at a distorted geometry.

Bonds (Å) are listed after each position.
CARTESIAN COORDINATES (ANGSTROEM)
1 C 2.695 1.206 -1.977  S2 1.816, H3 1.093, H4 1.098, H5 1.097
2 S 1.328 0.070 -2.348  C1 1.816
3 H 3.456 1.147 -2.760  C1 1.093
4 H 3.191 0.991 -1.022  C1 1.098
5 H 2.376 2.252 -1.895  C1 1.097
6 C -2.292 -0.815 1.649  C7 1.544, H9 1.088, H10 1.091, H11 1.095
7 C -1.086 -0.869 0.687  C6 1.544, N8 1.460, H12 1.096, H13 1.091
8 N -0.139 0.220 0.912  C7 1.460, H14 1.022, H15 1.030
9 H -2.006 -0.356 2.593  C6 1.088
10 H -2.762 -1.784 1.824  C6 1.091
11 H -3.077 -0.205 1.190  C6 1.095
12 H -1.479 -0.791 -0.333  C7 1.096
13 H -0.667 -1.875 0.741  C7 1.091
14 H -0.324 0.890 0.162  N8 1.022
15 H 0.787 -0.081 0.578  N8 1.030

Values from the calculation:
**ΔE to the lowest compared entry with this formula, charge and spin**: 0.848 eV
**HOMO**: -2.3 eV
**Net charge**: -1

| no. | HOMO-LUMO gap (eV) |
| --- | --- |
| 1 | 10.73 |
| 2 | 6.23 |